Record 1
Here is a cluster of 3 separate species, C29H40I2NO5P2 in total from OMol25. Energies are from ωB97M-V/def2-TZVPD.

M   798.4 g/mol
Max |F|   2.50 eV/A
Charge   -1
Highest occupied orbital energy   -4.72 eV
Frontier orbital gap   0.2459 Eh
Electronic energy   -2838.11050 Ha

Positions of all 79 atoms, in Å:
C1 1.799 1.039 3.559
C2 0.912 0.215 2.612
P1 0.699 0.832 0.795
N1 0.182 -0.870 0.426
C3 0.844 2.714 1.208
C4 2.247 3.371 1.143
C5 2.502 0.589 0.275
C6 2.906 -0.844 -0.193
C7 2.575 -1.183 -1.629
C8 1.686 -2.171 -2.041
C9 1.482 -2.434 -3.407
C10 2.181 -1.724 -4.371
C11 3.077 -0.707 -3.991
C12 3.257 -0.465 -2.636
O1 -1.058 1.120 1.211
C13 -1.876 1.110 0.080
C14 -3.020 2.100 0.429
I1 -2.703 3.389 2.118
C15 -4.202 2.241 -0.174
C16 -5.304 3.218 0.203
I2 -4.701 1.012 -1.852
C17 -1.008 1.450 -1.185
O2 -1.223 2.753 -1.715
P2 -1.049 0.284 -2.713
O3 -2.228 -0.906 -2.491
O4 -1.407 1.197 -4.073
O5 0.330 1.327 -0.864
H1 2.818 1.224 3.211
H2 1.909 0.464 4.495
H3 1.373 1.998 3.871
H4 -0.080 0.050 3.037
H5 1.376 -0.778 2.526
H6 -0.047 -1.032 -0.545
H7 -0.536 -1.194 1.052
H8 0.394 2.944 2.179
H9 0.241 3.282 0.492
H10 2.999 2.915 1.784
H11 2.593 3.402 0.105
H12 2.148 4.429 1.437
H13 2.688 1.234 -0.587
H14 3.200 0.802 1.087
H15 2.604 -1.620 0.511
H16 4.010 -0.849 -0.148
H17 1.147 -2.741 -1.293
H18 0.779 -3.203 -3.706
H19 2.053 -1.932 -5.429
H20 3.636 -0.156 -4.738
H21 3.967 0.302 -2.334
H22 -2.377 0.133 -0.017
H23 -4.912 4.190 0.493
H24 -5.979 2.797 0.952
H25 -5.910 3.381 -0.696
H26 -1.470 3.354 -1.004
H27 -2.984 -0.697 -3.055
H28 -2.325 1.120 -4.369
C18 2.407 -1.841 7.131
C19 1.837 -1.992 8.387
C20 2.349 -1.293 9.472
C21 3.426 -0.434 9.297
C22 3.993 -0.280 8.040
C23 3.487 -0.986 6.957
H29 2.010 -2.388 6.285
H30 0.993 -2.657 8.521
H31 1.907 -1.415 10.453
H32 3.822 0.116 10.142
H33 4.831 0.392 7.903
H34 3.931 -0.869 5.977
C24 -4.846 -3.097 -7.083
C25 -5.058 -2.110 -6.130
C26 -3.980 -1.419 -5.596
C27 -2.688 -1.707 -6.018
C28 -2.477 -2.692 -6.973
C29 -3.555 -3.389 -7.502
H35 -5.686 -3.638 -7.498
H36 -6.065 -1.880 -5.804
H37 -4.147 -0.651 -4.848
H38 -1.845 -1.167 -5.603
H39 -1.471 -2.917 -7.303
H40 -3.388 -4.161 -8.243


Record 2
Here is a structure of composition C29H40MnN2O3Si from OMol25. Energies are from ωB97M-V/def2-TZVPD.

M   547.7 g/mol
Max |F|   3.32 eV/A
Spin multiplicity   6
Highest occupied orbital energy (spin up / spin down)   -7.28 / -7.59 eV
Frontier orbital gap (spin up / spin down)   0.2667 / 0.2701 Eh
Electronic energy   -2904.78823 Ha

Positions of all 76 atoms, in Å:
Mn1 0.275 -2.282 -1.200
C1 -3.211 4.127 1.659
C2 -2.467 3.011 2.378
C3 -1.087 3.024 2.411
C4 -0.372 4.274 1.973
C5 -0.335 1.981 3.018
C6 1.192 1.898 2.927
C7 -1.061 0.995 3.680
C8 -0.476 -0.008 4.663
C9 -2.429 0.851 3.398
C10 -3.091 -0.428 3.790
C11 -3.192 1.906 2.893
C12 -4.637 2.031 3.084
H1 -4.237 3.795 1.311
H2 -2.655 4.375 0.696
H3 -3.407 5.030 2.289
H4 0.087 4.790 2.863
H5 -1.063 4.900 1.382
H6 0.458 4.121 1.264
H7 1.564 2.884 2.644
H8 1.468 1.110 2.225
H9 1.615 1.606 3.873
H10 -0.378 -1.054 4.325
H11 -1.101 0.000 5.557
H12 0.545 0.398 4.897
H13 -2.538 -1.369 3.777
H14 -3.963 -0.729 3.134
H15 -3.654 -0.349 4.721
H16 -4.991 1.269 3.784
H17 -5.209 2.007 2.188
H18 -4.764 2.991 3.590
N1 -1.294 -3.807 -0.622
C13 -1.388 -3.836 0.860
C14 -0.500 -2.710 1.505
O1 -0.499 -2.545 2.734
O2 0.128 -1.857 0.698
H19 -2.125 -3.261 -0.945
H20 -1.493 -4.717 -1.060
H21 -0.995 -4.763 1.261
H22 -2.459 -3.659 1.122
C15 -2.528 -0.861 -1.730
Si1 -1.301 -0.364 -3.087
C16 -0.911 1.433 -2.987
C17 -2.173 -0.778 -4.775
N2 0.173 -1.295 -2.824
C18 1.326 -1.086 -3.551
C19 1.287 -1.043 -4.979
C20 2.488 -0.760 -5.665
C21 3.732 -0.744 -5.037
C22 3.775 -0.937 -3.638
C23 2.651 -1.247 -2.913
O3 2.792 -1.861 -1.634
C24 3.903 -1.559 -0.815
C25 4.842 -2.592 -0.623
C26 6.048 -2.239 -0.081
C27 6.352 -0.964 0.310
C28 5.425 0.076 0.034
C29 4.169 -0.213 -0.530
H23 -3.365 -0.165 -1.867
H24 -2.146 -0.786 -0.667
H25 -3.002 -1.848 -2.019
H26 -1.884 1.868 -2.771
H27 -0.502 1.923 -3.928
H28 -0.370 1.716 -2.044
H29 -1.450 -0.807 -5.567
H30 -2.935 -0.061 -5.103
H31 -2.742 -1.792 -4.750
H32 0.346 -1.201 -5.455
H33 2.440 -0.541 -6.734
H34 4.631 -0.708 -5.633
H35 4.724 -0.734 -3.172
H36 4.696 -3.635 -0.911
H37 6.755 -3.085 0.074
H38 7.383 -0.717 0.663
H39 5.689 1.113 0.333
H40 3.424 0.494 -0.669


For each record above, in turn, the calculated energy above the lowest of the compared OMol25 structures with the same formula, charge and spin values are 0.0 34.6 kcal/mol.